# C55H79BN7O2RbS3

A molecular structure, C55H79BN7O2RbS3 (ωB97M-V/def2-TZVPD, OMol25).

Cartesian coordinates (Å):
Rb (-1.4179, -0.5272, -1.2331)
C (-5.5540, 3.9972, 0.7971)
C (-4.1126, 4.3703, 0.7442)
C (-3.6678, 5.6418, 0.6050)
C (-2.2689, 5.9401, 0.5526)
N (-1.3823, 5.0027, 0.6635)
N (-1.8319, 3.7447, 0.8153)
B (-0.7787, 2.7480, 1.1278)
N (-0.7525, 2.2169, 2.5109)
N (-1.1728, 3.1267, 3.4122)
C (-1.0782, 2.8397, 4.6714)
C (-0.5336, 1.5905, 5.0952)
C (-0.1257, 0.6678, 4.1918)
C (0.4349, -0.6568, 4.5800)
C (-0.2684, 0.9792, 2.7887)
S (0.0918, -0.0657, 1.5488)
C (-1.5474, 3.9356, 5.6213)
C (-1.4953, 3.4833, 7.0799)
C (-2.9877, 4.3158, 5.2612)
C (-0.6344, 5.1526, 5.4323)
N (0.5116, 2.8755, 0.4127)
N (1.5122, 3.1486, 1.2866)
C (2.6655, 3.4777, 0.8080)
C (2.8934, 3.5134, -0.6039)
C (1.9023, 3.2320, -1.4782)
C (2.0902, 3.2340, -2.9562)
C (0.5994, 2.9078, -0.9413)
S (-0.7343, 2.5634, -1.8752)
C (3.7455, 3.8827, 1.7936)
C (3.2378, 3.7623, 3.2288)
C (4.9805, 2.9936, 1.6184)
C (4.1206, 5.3454, 1.5097)
C (-3.1159, 3.3329, 0.8239)
S (-3.3912, 1.6884, 0.9005)
C (-1.7751, 7.3644, 0.3878)
C (-2.2740, 8.2017, 1.5721)
C (-0.2495, 7.4039, 0.3476)
C (-2.3315, 7.9332, -0.9233)
H (-6.1877, 4.8808, 0.7528)
H (-5.7644, 3.4406, 1.7115)
H (-5.8005, 3.3301, -0.0304)
H (-4.3815, 6.4518, 0.5267)
H (-0.4508, 1.3741, 6.1504)
H (0.5210, -0.7396, 5.6617)
H (1.4122, -0.8030, 4.1189)
H (-0.2010, -1.4581, 4.2010)
H (-2.1223, 2.6077, 7.2560)
H (-1.8635, 4.2866, 7.7185)
H (-0.4781, 3.2517, 7.3996)
H (-3.6607, 3.4663, 5.3877)
H (-3.0512, 4.6479, 4.2254)
H (-3.3310, 5.1239, 5.9092)
H (0.4027, 4.9064, 5.6686)
H (-0.9511, 5.9630, 6.0910)
H (-0.6737, 5.5025, 4.4005)
H (3.8798, 3.7625, -0.9743)
H (3.1176, 3.4840, -3.2145)
H (1.4073, 3.9426, -3.4261)
H (1.8432, 2.2507, -3.3582)
H (2.9384, 2.7396, 3.4585)
H (2.3754, 4.4058, 3.4010)
H (4.0346, 4.0542, 3.9148)
H (4.7620, 1.9611, 1.8904)
H (5.7840, 3.3559, 2.2609)
H (5.3489, 3.0023, 0.5919)
H (3.2444, 5.9931, 1.5656)
H (4.5711, 5.4660, 0.5236)
H (4.8461, 5.6876, 2.2493)
H (-1.8971, 7.8041, 2.5155)
H (-3.3629, 8.2269, 1.6237)
H (-1.9240, 9.2298, 1.4712)
H (0.1821, 7.0047, 1.2652)
H (0.0783, 8.4374, 0.2282)
H (0.1399, 6.8169, -0.4833)
H (-3.4215, 7.9623, -0.9261)
H (-2.0044, 7.3367, -1.7755)
H (-1.9741, 8.9541, -1.0633)
C (2.8003, -6.9869, -1.1784)
C (3.7436, -5.7871, -1.1125)
C (4.4003, -5.7684, 0.2747)
C (4.8279, -5.9669, -2.1842)
C (3.0079, -4.4746, -1.3527)
C (1.6753, -4.3903, -1.5746)
C (1.0132, -3.1264, -1.7136)
N (-0.3059, -2.9768, -1.8014)
C (-1.1836, -3.9039, -2.1907)
C (-0.8652, -5.0159, -3.0352)
C (-1.8157, -5.8853, -3.4545)
C (-3.1623, -5.6725, -3.0044)
C (-3.5723, -4.6274, -2.2421)
C (-2.5749, -3.6473, -1.8037)
O (-2.8762, -2.6643, -1.0976)
C (-5.0274, -4.4357, -1.8297)
C (-5.1375, -4.4328, -0.2972)
C (-5.9238, -5.5563, -2.3585)
C (-5.5601, -3.1081, -2.3906)
C (-1.5432, -7.0451, -4.4035)
C (-0.0708, -7.1159, -4.8063)
C (-1.9146, -8.3645, -3.7113)
C (-2.3857, -6.8858, -5.6759)
C (1.7792, -1.8779, -1.6201)
O (1.2329, -0.7680, -1.7747)
C (3.2206, -2.0069, -1.3797)
C (3.7552, -3.2498, -1.2851)
C (4.0562, -0.7401, -1.2422)
C (3.5157, 0.1161, -0.0876)
C (4.0005, 0.0608, -2.5510)
C (5.5242, -1.0445, -0.9431)
H (3.3639, -7.9061, -1.0109)
H (2.3178, -7.0647, -2.1543)
H (2.0212, -6.9277, -0.4174)
H (4.9150, -6.7132, 0.4617)
H (3.6505, -5.6257, 1.0541)
H (5.1345, -4.9674, 0.3648)
H (5.3778, -6.8952, -2.0159)
H (5.5461, -5.1472, -2.1698)
H (4.3826, -6.0061, -3.1794)
H (1.0570, -5.2727, -1.5384)
H (0.1454, -5.0844, -3.4064)
H (-3.9045, -6.3862, -3.3368)
H (-4.8001, -5.3879, 0.1105)
H (-6.1798, -4.2903, -0.0035)
H (-4.5386, -3.6368, 0.1366)
H (-5.6206, -6.5341, -1.9803)
H (-5.9314, -5.5945, -3.4494)
H (-6.9476, -5.3765, -2.0273)
H (-4.9985, -2.2656, -1.9972)
H (-6.6108, -2.9877, -2.1176)
H (-5.4922, -3.0990, -3.4807)
H (0.5755, -7.2491, -3.9373)
H (0.2463, -6.2146, -5.3330)
H (0.0864, -7.9656, -5.4727)
H (-1.3142, -8.5092, -2.8117)
H (-1.7373, -9.2075, -4.3826)
H (-2.9649, -8.3871, -3.4204)
H (-2.1450, -5.9501, -6.1828)
H (-3.4532, -6.8824, -5.4551)
H (-2.1907, -7.7105, -6.3645)
H (4.8186, -3.3380, -1.1084)
H (2.4871, 0.4211, -0.2673)
H (4.1380, 1.0080, 0.0202)
H (3.5455, -0.4368, 0.8543)
H (2.9732, 0.2916, -2.8163)
H (4.4549, -0.5056, -3.3664)
H (4.5588, 0.9948, -2.4381)
H (5.6422, -1.5948, -0.0075)
H (6.0713, -0.1042, -0.8474)
H (5.9944, -1.6181, -1.7436)

Force components x, y, z for each atom (eV/Å):
-0.30 0.74 -0.03
-0.02 -0.02 0.00
0.07 -0.01 0.00
0.01 -0.03 0.00
0.03 -0.07 0.04
-0.08 0.04 0.00
0.02 -0.03 0.02
0.05 -0.04 -0.06
-0.05 0.13 -0.01
0.01 -0.02 0.09
0.02 0.01 -0.12
0.02 -0.01 -0.01
-0.01 0.02 -0.05
0.00 -0.02 0.00
0.02 -0.06 0.08
0.13 0.00 0.20
-0.01 -0.02 0.00
0.00 0.01 0.00
-0.01 0.02 0.00
0.00 0.03 0.00
-0.09 0.06 0.19
0.12 0.00 -0.08
-0.12 0.01 0.01
0.01 0.02 -0.06
-0.04 0.02 0.04
0.02 -0.01 0.00
0.05 -0.08 -0.06
-0.01 0.24 -0.07
0.01 0.02 0.02
0.04 0.01 0.02
0.03 0.02 0.05
0.02 -0.02 0.03
-0.07 0.03 -0.01
0.06 -0.01 -0.04
0.01 0.00 -0.02
0.00 0.01 -0.01
0.01 0.04 0.01
0.01 0.03 0.00
-0.01 0.01 0.00
0.00 0.00 0.01
0.00 0.00 0.00
-0.01 0.01 -0.01
0.00 -0.01 0.03
0.00 -0.01 0.02
0.02 0.00 0.00
0.00 -0.01 0.00
-0.02 -0.02 0.00
-0.01 0.02 0.01
0.02 0.00 0.00
-0.01 -0.02 0.00
0.01 0.01 -0.01
-0.01 0.02 0.02
0.02 -0.01 0.01
0.00 0.02 0.01
-0.01 0.00 -0.01
0.01 0.00 0.00
0.01 0.00 -0.01
-0.01 0.01 0.00
0.00 0.00 -0.01
0.00 -0.03 -0.01
-0.02 0.02 0.00
0.01 0.00 0.02
0.00 0.01 0.01
0.02 0.01 0.03
0.03 0.01 -0.03
-0.03 0.00 0.01
0.00 -0.01 -0.03
0.01 0.00 0.00
0.01 -0.01 0.02
-0.03 0.00 0.00
0.01 0.02 0.00
0.00 -0.01 0.02
0.01 0.02 0.00
0.01 -0.02 -0.03
-0.03 -0.01 0.00
0.01 -0.02 -0.02
0.01 0.02 0.00
0.01 -0.01 -0.01
-0.03 -0.02 0.00
0.01 -0.01 0.00
-0.01 0.00 0.02
0.00 0.03 -0.01
0.05 0.02 0.05
-0.03 0.00 -0.04
0.11 -0.42 -0.10
0.08 0.05 0.02
-0.08 -0.07 0.00
0.04 0.04 0.01
-0.03 -0.02 -0.03
0.04 0.02 0.03
0.03 -0.06 -0.02
-0.27 -0.40 -0.03
-0.02 -0.01 0.02
-0.01 -0.01 0.00
-0.02 0.02 0.01
-0.01 -0.02 -0.02
0.04 -0.01 0.01
-0.02 -0.01 -0.02
0.01 0.00 -0.01
0.00 0.00 -0.01
0.05 -0.03 0.04
0.10 -0.08 -0.03
-0.06 0.02 -0.04
0.02 -0.01 0.00
-0.01 -0.01 0.00
0.02 0.02 -0.02
0.03 0.01 0.00
0.01 0.01 0.01
0.01 -0.02 0.00
0.00 0.01 -0.02
-0.01 0.00 0.03
0.01 -0.02 0.00
-0.02 0.00 0.01
0.02 0.03 0.00
0.01 -0.02 0.01
0.03 0.03 -0.01
-0.01 0.00 -0.02
-0.02 -0.04 -0.01
0.04 -0.01 -0.01
0.00 -0.01 0.02
0.01 -0.02 0.00
-0.04 0.00 0.01
0.00 0.01 0.01
0.02 -0.02 0.02
0.00 0.01 -0.03
-0.02 0.00 0.00
0.01 0.02 0.01
-0.03 0.01 0.01
0.00 -0.01 -0.02
0.01 0.00 0.03
0.00 0.02 -0.02
0.00 -0.01 -0.01
0.01 0.00 0.01
0.01 -0.01 -0.02
-0.03 0.00 0.01
0.01 0.02 -0.01
-0.03 0.00 0.01
0.00 -0.02 -0.02
0.03 0.00 0.00
0.00 0.00 0.00
-0.03 -0.05 -0.04
0.02 -0.02 0.02
-0.04 0.01 -0.01
0.01 -0.02 -0.01
0.02 0.03 0.00
0.00 -0.01 0.02
0.00 0.01 0.00
0.01 -0.02 -0.03

The frontier orbital gap comes out at 5.27 eV. For the HOMO energy, the calculation gives -6.061 eV. The value obtained for the relative energy (zero: lowest compared OMol25 entry of this formula, charge and spin) is 0.0 kJ/mol. The calculation puts the total energy at -106684.30783 eV.